[1]
13
Properties=species:S:1:pos:R:3:forces:R:3 method="wB97M-V/def2-TZVPD" e_lumo_ev=0.969 multiplicity=1 e_homo_ev=-9.75 de_lowest_kj_mol=331.5
N -0.007776 1.421108 -1.913102 -0.055 -0.542 -0.026
C -0.257863 0.403482 -1.224949 0.219 0.342 -0.359
O -1.439865 -0.269097 -1.024353 -0.101 -0.088 -0.403
C -0.844972 -1.142892 -0.024590 -0.105 -0.110 0.271
C 0.379595 -0.268859 -0.038709 -0.371 0.166 0.243
C 1.460924 -0.216208 0.961233 0.369 -0.140 0.038
N 0.472068 0.839515 0.959265 -0.041 0.200 0.362
H -0.842644 1.713914 -2.420676 0.118 0.028 -0.048
H -1.369096 -1.179166 0.930165 -0.279 0.152 -0.169
H -0.741408 -2.144838 -0.458617 0.194 0.195 0.220
H 2.506476 -0.012366 0.774585 -0.050 0.009 -0.285
H 1.257841 -0.875000 1.805052 0.385 -0.205 -0.256
H 0.851946 1.597175 0.378325 -0.283 -0.008 0.412

[2]
21
Properties=species:S:1:pos:R:3:forces:R:3 method="wB97M-V/def2-TZVPD" e_lumo_ev=1.066 multiplicity=1 e_homo_ev=-8.54 de_lowest_kj_mol=215.2
C -1.752589 1.230130 0.702493 -0.115 -0.322 0.112
C -0.713238 0.321393 1.354102 0.156 -0.193 -0.272
C 0.161751 -0.429207 0.358327 -1.129 0.608 -2.117
N -0.604818 -1.275921 -0.543336 -0.764 -0.311 1.092
C 0.067646 -2.357247 -1.247577 0.082 0.082 0.039
O 1.415535 -0.819872 0.785782 0.515 1.337 -0.888
C 1.217507 0.263572 -0.384681 0.665 -0.816 1.489
C 1.594464 1.706084 -0.244728 0.608 -0.395 0.718
H -2.297153 1.788567 1.463467 -0.008 0.025 0.005
H -2.476760 0.645514 0.134792 0.001 0.068 -0.046
H -1.292061 1.939105 0.023277 0.099 0.124 -0.124
H -0.063950 0.902183 2.009673 0.039 -0.115 0.003
H -1.207298 -0.433510 1.969683 -0.011 0.016 0.144
H -1.486292 -1.565169 -0.135083 0.310 -0.152 0.102
H 0.948073 -2.719159 -0.701463 -0.125 0.050 -0.131
H -0.624836 -3.195453 -1.370529 0.127 0.166 -0.049
H 0.371765 -2.010450 -2.240693 0.087 -0.217 0.025
H 1.612623 -0.205039 -1.281213 -0.419 -0.066 0.014
H 1.196135 2.157937 0.660293 -0.087 0.046 -0.011
H 1.252937 2.270500 -1.112124 -0.112 -0.119 -0.052
H 2.680558 1.786039 -0.200460 0.080 0.184 -0.053

[3]
132
Properties=species:S:1:pos:R:3:forces:R:3 method="wB97M-V/def2-TZVPD" e_lumo_ev=-3.774 multiplicity=1 e_homo_ev=-10.64 charge=+1
C 6.190890 0.541055 -1.926963 -0.344 -0.046 0.297
Si 4.562522 0.117596 -2.716219 1.164 -0.071 -0.449
C 4.758190 0.284019 -4.587396 -0.416 -0.210 0.606
C 4.119333 -1.648796 -2.275349 -0.161 0.481 0.114
O 3.380543 1.214277 -2.182028 -0.158 -0.427 -0.091
C 2.051834 0.831076 -2.416772 0.144 0.138 0.524
C 1.455560 0.398251 -1.066077 0.014 0.018 -0.233
N -0.026323 0.417675 -1.076982 0.236 -0.405 -0.361
C -0.642990 -0.845568 -1.425241 -0.216 0.212 0.316
O -0.728289 -1.719982 -0.632696 0.064 -0.234 0.019
C -1.119111 -1.023941 -2.895729 0.136 0.237 0.138
F -1.120047 0.168146 -3.516671 -0.030 -0.132 0.016
F -0.234208 -1.838110 -3.501418 -0.030 0.097 0.012
C -2.525995 -1.672210 -2.928552 0.060 -0.373 -0.152
F -2.376237 -2.956377 -2.553754 -0.019 0.158 -0.240
F -3.307846 -1.064159 -2.000343 0.040 0.081 -0.033
C -3.247131 -1.580753 -4.301234 -0.130 0.147 -0.060
F -3.587102 -0.293869 -4.480309 0.104 -0.157 -0.044
F -2.392984 -1.949096 -5.277139 0.064 -0.079 0.119
C -4.540534 -2.435886 -4.368512 -0.141 -0.135 -0.382
O -5.597284 -1.913442 -4.471984 -0.302 0.205 0.337
O -4.320582 -3.764797 -4.359346 0.584 0.207 0.692
C -0.740801 1.498858 -0.823367 -0.894 0.441 0.238
N -2.094282 1.486815 -0.815013 0.884 -0.303 0.703
N -0.108659 2.676578 -0.549470 -0.089 0.217 -0.895
P -0.827358 4.120438 -1.189592 -0.019 0.154 -0.321
O -1.210622 3.982338 -2.586052 -0.073 -0.131 0.010
O -1.970705 4.458841 -0.163863 0.183 0.087 0.164
O 0.342456 5.152410 -0.925369 -0.173 -0.025 -0.092
H 6.146223 0.449724 -0.838813 0.030 0.105 0.000
H 6.922881 -0.193228 -2.274062 0.021 0.051 -0.128
H 6.538558 1.539714 -2.189053 0.025 0.012 0.014
H 4.773119 -0.705138 -5.047827 -0.013 0.021 -0.091
H 3.916198 0.853537 -4.985918 0.143 0.056 -0.251
H 5.699792 0.782499 -4.807810 -0.059 0.137 -0.116
H 3.758126 -1.740374 -1.247432 -0.105 -0.112 -0.049
H 5.026948 -2.251458 -2.317467 0.030 -0.014 -0.128
H 3.409445 -2.093255 -2.974103 -0.094 -0.092 0.116
H 1.476390 1.675595 -2.816331 0.047 -0.050 -0.148
H 1.985449 -0.012422 -3.114053 -0.191 0.132 -0.170
H 1.817750 1.039493 -0.264147 -0.004 0.008 0.011
H 1.756301 -0.619922 -0.826389 0.008 0.020 0.084
H -4.910842 -4.169090 -3.702857 -0.256 -0.136 -0.530
H -2.482402 2.116352 -0.111687 -0.135 0.085 -0.261
H -2.528587 0.579335 -0.674208 0.015 0.127 -0.101
H 0.844569 2.700023 -0.910902 0.105 -0.190 0.462
H -1.883026 5.345063 0.219747 -0.161 -0.163 0.109
H 0.489820 5.639685 -1.755611 0.247 0.020 0.207
C -2.450607 -6.159745 1.223452 0.107 -0.092 0.003
O -2.706444 -7.161982 1.853016 -0.047 0.061 -0.006
N -3.337662 -5.176983 0.951262 -0.133 0.084 -0.224
C -2.985763 -3.983533 0.217890 -0.014 -0.175 0.234
C -4.697301 -5.274546 1.455432 0.135 -0.034 0.190
H -1.445617 -5.958103 0.808445 -0.029 0.020 -0.008
H -3.153391 -3.115608 0.860574 0.102 0.066 -0.261
H -3.598571 -3.880967 -0.678715 -0.007 0.003 0.014
H -1.937302 -4.004762 -0.072158 -0.008 -0.041 0.016
H -4.678636 -5.301707 2.545550 -0.147 -0.038 0.023
H -5.205468 -6.171691 1.102646 0.090 -0.017 -0.029
H -5.244381 -4.394805 1.123210 -0.078 -0.019 0.032
C -3.144745 -0.430241 2.214487 -0.003 -0.721 0.403
O -2.961276 0.719205 1.847361 0.128 0.467 -0.228
N -3.080200 -0.877680 3.477212 -0.020 0.170 -0.427
C -3.277503 -2.283982 3.774526 -0.039 0.052 0.040
C -2.794509 0.055271 4.560430 0.009 0.062 -0.128
H -3.374497 -1.238264 1.494685 -0.036 0.137 0.079
H -4.118887 -2.425709 4.454371 0.029 0.027 0.009
H -2.381291 -2.711521 4.227069 -0.027 -0.018 -0.010
H -3.492144 -2.809086 2.845304 0.011 -0.082 0.117
H -3.559607 0.828443 4.599247 0.001 -0.001 0.076
H -1.829868 0.536292 4.393408 0.005 0.000 0.035
H -2.780614 -0.473071 5.508169 -0.048 0.014 0.004
C -2.495671 1.811217 7.818288 0.016 -0.031 0.061
O -3.374825 1.024756 7.503303 0.033 0.006 -0.085
N -2.684556 3.121636 8.030715 0.071 0.037 -0.013
C -1.603756 4.017594 8.406379 -0.137 -0.066 -0.027
C -4.024701 3.662263 7.880683 0.018 -0.093 0.013
H -1.447662 1.496927 7.960716 -0.007 0.012 0.002
H -1.809422 4.482974 9.368926 0.070 0.070 -0.018
H -1.489123 4.807073 7.663840 0.044 0.057 0.059
H -0.670732 3.461652 8.476842 -0.013 -0.038 -0.007
H -4.711312 3.170668 8.570595 -0.027 0.020 -0.019
H -4.390054 3.495929 6.866719 -0.038 0.016 0.006
H -4.002169 4.729506 8.087269 0.028 0.003 0.005
C -1.955670 7.956220 9.901567 0.055 0.067 -0.024
O -1.333008 7.026262 9.420213 -0.077 -0.043 0.014
N -2.611220 7.910031 11.075182 -0.048 0.034 0.015
C -3.332231 9.051661 11.602892 0.029 -0.127 0.037
C -2.589129 6.671499 11.835118 0.070 0.021 -0.096
H -2.030061 8.936360 9.401888 -0.005 -0.006 0.012
H -2.921113 9.348997 12.569152 -0.025 0.042 -0.004
H -4.389011 8.810061 11.730453 -0.009 0.047 0.008
H -3.246518 9.890027 10.914902 0.010 -0.001 -0.013
H -1.563412 6.396590 12.082215 -0.013 -0.028 0.018
H -3.026132 5.860556 11.250925 -0.011 -0.022 0.035
H -3.159420 6.802036 12.751041 -0.007 0.018 -0.001
C 3.198297 -5.158921 -2.926098 0.083 0.009 -0.037
O 4.185524 -4.748776 -2.345651 -0.051 -0.092 -0.027
N 2.298655 -6.009838 -2.398487 -0.117 -0.013 0.004
C 1.139316 -6.467425 -3.138024 0.088 -0.009 0.126
C 2.510300 -6.487918 -1.040445 0.066 0.060 -0.063
H 2.953190 -4.858702 -3.961316 -0.011 -0.013 0.013
H 0.219340 -6.183270 -2.621672 -0.027 -0.016 -0.040
H 1.157506 -7.553145 -3.244470 -0.041 -0.004 -0.034
H 1.135380 -6.020258 -4.130379 0.014 0.008 -0.004
H 2.533726 -5.649517 -0.343356 0.008 -0.025 0.026
H 3.463175 -7.011423 -0.967815 -0.002 -0.006 0.036
H 1.704679 -7.165546 -0.768431 -0.010 0.000 -0.022
C 1.801483 4.356427 -6.963005 0.048 0.061 -0.017
O 2.706650 4.443774 -6.155857 -0.029 -0.020 0.018
N 0.656767 3.678810 -6.737581 -0.048 -0.017 -0.077
C -0.410830 3.595507 -7.713647 0.043 -0.048 0.151
C 0.515683 3.018451 -5.455519 0.076 0.012 -0.019
H 1.841131 4.832752 -7.956358 -0.009 -0.013 0.003
H -1.331367 4.022882 -7.311543 -0.021 0.000 -0.046
H -0.597462 2.555686 -7.989746 -0.028 0.015 -0.043
H -0.132051 4.147907 -8.608351 0.020 0.010 -0.002
H 0.584021 3.750033 -4.649965 -0.037 -0.063 0.056
H 1.318605 2.288452 -5.324750 -0.026 -0.014 0.045
H -0.448825 2.518281 -5.402240 -0.023 0.030 -0.031
C 7.412803 -2.419311 -5.148310 -0.057 0.179 -0.020
O 8.045096 -2.098959 -4.159601 -0.080 -0.038 0.052
N 6.976272 -3.664196 -5.414637 -0.027 -0.058 -0.011
C 6.218719 -3.975390 -6.607764 0.072 -0.049 0.122
C 7.280073 -4.725500 -4.465794 0.035 0.120 0.058
H 7.127740 -1.685731 -5.923558 0.023 -0.042 -0.028
H 5.236160 -4.373669 -6.343149 -0.014 0.000 -0.047
H 6.743839 -4.716707 -7.213001 -0.036 0.004 -0.043
H 6.082241 -3.074247 -7.202922 0.009 0.014 0.003
H 6.852098 -4.494298 -3.490126 -0.018 -0.050 -0.003
H 8.358943 -4.830881 -4.351097 -0.003 -0.024 0.009
H 6.861367 -5.660577 -4.829666 -0.013 0.005 -0.019

[4]
19
Properties=species:S:1:pos:R:3:forces:R:3 method="wB97M-V/def2-TZVPD" e_lumo_ev="-3.787 / -9.372" multiplicity=2 s_squared=0.761 e_homo_ev="-15.08 / -14.68" de_lowest_kj_mol=245.2 charge=+1
H 0.509251 -0.137491 0.017708 0.063 -0.169 0.418
O 1.405437 0.677874 0.321029 0.964 -3.594 3.858
N -0.555214 -0.830899 0.042658 -1.560 2.925 -0.070
H 1.793974 0.153068 1.226477 -1.184 2.332 -3.423
H -0.710336 -0.885795 -0.997481 0.537 -0.440 0.961
C -1.456375 0.288122 0.602481 -1.932 0.043 -1.818
H -1.241724 1.309600 0.151683 -0.176 -1.445 0.198
H -2.607721 0.021963 0.468389 2.493 0.321 -0.126
H -1.304116 0.332585 1.644017 0.394 0.011 1.238
C -0.600512 -2.039270 0.888156 1.771 -1.374 -2.065
H -1.412507 -2.015203 1.535291 -1.559 0.459 1.115
H -0.763509 -2.924043 0.204406 0.714 0.830 0.891
H 0.314879 -2.096970 1.509669 -0.393 -0.266 -0.598
O 0.426778 3.050764 -0.247491 -0.305 -0.757 1.067
H 0.774008 2.196757 0.067974 -0.305 0.653 0.277
H 0.857617 3.099747 -1.082107 0.403 0.595 -1.431
O 1.116839 0.000687 -2.236476 -0.097 1.725 3.779
H 1.763993 -0.454018 -2.699496 1.679 -1.585 -2.160
H 1.689245 0.252513 -1.416881 -1.505 -0.264 -2.111

no.,largest force on an atom (Eh/bohr)
1,0.011
2,0.048
3,0.024
4,0.104